ORCA calculation (ωB97M-V/def2-TZVPD) on a structure of composition C4H12NOP.

As for the HOMO-LUMO gap: 9.14 eV. The value obtained for the LUMO energy is 0.685 eV. As for the energy above the lowest of the compared OMol25 structures with the same formula, charge and spin: 294.36 kJ/mol.

Last column: Mulliken charge in e.
Positions of all 19 atoms, in Å:
C1 1.1066 -1.6191 0.3868  -1.28
C2 1.9062 0.7284 0.4496  -1.08
C3 -2.2324 1.6282 0.0044  -1.19
C4 1.0063 -0.2983 -0.2323  0.10
N1 -2.1360 -1.0398 -0.5750  -0.62
O1 -1.4520 -0.3811 1.7428  -0.67
P1 -1.3096 0.0617 0.3580  0.84
H1 1.0857 -1.3963 1.4426  0.34
H2 0.4617 -2.4717 0.2044  0.34
H3 2.0966 -2.0683 0.1385  0.34
H4 3.0769 0.6245 0.3083  0.31
H5 1.7048 0.8438 1.4988  0.35
H6 1.6180 1.6044 -0.1830  0.29
H7 -2.4522 2.2157 0.9366  0.35
H8 -1.9629 2.4934 -0.5994  0.40
H9 -3.3114 1.4316 -0.3100  0.35
H10 0.9647 -0.3511 -1.3754  0.31
H11 -1.9486 -1.0101 -1.6445  0.26
H12 -2.0200 -1.9312 -0.2733  0.26